{
  "formula": "C4H13N2O",
  "method": "wB97M-V/def2-TZVPD",
  "e_above_lowest_kcal_mol": 45.6,
  "total_energy_ev": -9379.6084,
  "charge": 1,
  "homo_ev": -14.1201,
  "max_force_ev_per_a": 1.89,
  "symbols": ["C", "C", "C", "C", "N", "N", "H", "H", "H", "H", "H", "H", "H", "H", "H", "H", "H", "H", "H", "O"],
  "positions_angstrom": [[-0.91, -1.99, -1.10], [-0.21, -2.01, 0.26], [0.42, -0.73, 0.70], [0.56, 0.36, -0.05], [0.80, 1.63, 0.70], [0.93, -0.64, 2.04], [-0.16, -1.90, -1.89], [-1.57, -2.83, -1.17], [-1.49, -1.09, -1.23], [-0.87, -2.26, 1.09], [0.53, -2.82, 0.28], [0.09, 0.55, -1.00], [0.00, 1.94, 1.24], [1.28, 2.37, 0.19], [1.48, 1.37, 1.42], [0.33, -0.95, 2.79], [1.77, -1.20, 2.15], [-1.96, 2.23, -2.52], [-1.20, 3.48, -2.30], [-1.27, 2.59, -1.93]],
  "nbo_charge": [-0.609, -0.454, 0.246, -0.127, -0.689, -0.910, 0.219, 0.241, 0.204, 0.230, 0.242, 0.254, 0.444, 0.445, 0.459, 0.401, 0.401, 0.485, 0.483, -0.964]
}

=====

{
  "formula": "C2H4N2S",
  "method": "wB97M-V/def2-TZVPD",
  "e_above_lowest_kcal_mol": 52.0,
  "total_energy_ev": -15951.6268,
  "smiles": "CN(S)C#N",
  "homo_ev": -9.6819,
  "max_force_ev_per_a": 7.18,
  "symbols": ["C", "N", "S", "C", "N", "H", "H", "H", "H"],
  "positions_angstrom": [[0.33, -0.86, -0.56], [-0.09, 0.15, 0.31], [0.98, 1.38, 0.95], [-1.40, 0.86, -0.10], [-2.33, 1.50, -0.20], [1.17, -1.34, -0.08], [-0.51, -1.52, -0.66], [0.74, -0.67, -1.53], [1.12, 0.50, 1.86]],
  "nbo_charge": [-0.409, -0.573, 0.223, 0.390, -0.351, 0.207, 0.217, 0.187, 0.108]
}

=====

{
  "formula": "C3H12O4S",
  "method": "wB97M-V/def2-TZVPD",
  "e_above_lowest_kcal_mol": 9.5,
  "total_energy_ev": -22330.2272,
  "charge": -2,
  "homo_ev": -0.5376,
  "max_force_ev_per_a": 1.56,
  "symbols": ["C", "O", "C", "C", "S", "H", "H", "H", "H", "H", "H", "H", "H", "O", "H", "H", "O", "H", "H", "O"],
  "positions_angstrom": [[-0.18, 0.92, -0.04], [-0.37, 1.76, -1.18], [0.36, -0.46, -0.48], [0.36, -1.52, 0.65], [1.52, -2.88, 0.30], [-1.12, 0.80, 0.52], [0.54, 1.39, 0.63], [-0.28, -0.81, -1.30], [1.39, -0.31, -0.81], [0.51, -0.94, 1.58], [-0.67, -1.91, 0.71], [-3.12, 0.93, -2.39], [-2.38, 2.17, -2.37], [-3.22, 1.81, -2.77], [1.80, 3.54, -0.59], [0.00, 2.68, -0.81], [0.89, 3.80, -0.41], [0.64, -3.73, 3.20], [1.75, -3.56, 2.29], [1.57, -3.69, 3.28]],
  "nbo_charge": [-0.057, -0.848, -0.415, -0.519, -0.692, 0.110, 0.169, 0.174, 0.199, 0.172, 0.161, 0.464, 0.509, -0.981, 0.409, 0.516, -1.272, 0.446, 0.486, -1.030]
}

=====

{
  "formula": "C17H17BBeN10OS",
  "method": "wB97M-V/def2-TZVPD",
  "s_squared": 0.76,
  "total_energy_ev": -46771.9931,
  "spin_multiplicity": 2,
  "charge": -1,
  "homo_ev": [-3.7581, -3.7843],
  "max_force_ev_per_a": 0.76,
  "symbols": ["Be", "C", "C", "N", "N", "C", "B", "N", "C", "C", "C", "N", "N", "C", "C", "C", "N", "N", "C", "C", "C", "N", "H", "H", "H", "H", "H", "H", "H", "H", "H", "H", "H", "H", "C", "C", "C", "C", "N", "C", "S", "N", "H", "H", "H", "H", "H", "O"],
  "positions_angstrom": [[-0.38, -1.21, 0.39], [1.22, 0.63, -2.77], [0.17, -0.09, -2.19], [0.52, -0.52, -0.99], [1.77, -0.04, -0.74], [2.21, 0.63, -1.81], [2.40, -0.31, 0.66], [1.40, 0.31, 1.69], [1.56, 1.27, 2.61], [0.35, 1.49, 3.22], [-0.53, 0.60, 2.60], [0.12, -0.13, 1.71], [2.41, -1.84, 0.88], [3.28, -2.84, 1.15], [2.58, -4.03, 1.22], [1.25, -3.66, 0.98], [1.17, -2.36, 0.78], [3.76, 0.39, 0.76], [5.01, -0.05, 1.01], [5.86, 1.02, 0.98], [5.03, 2.11, 0.70], [3.77, 1.73, 0.57], [1.25, 1.08, -3.74], [-0.82, -0.33, -2.55], [3.19, 1.08, -1.80], [2.52, 1.74, 2.75], [0.13, 2.20, 4.00], [-1.59, 0.44, 2.73], [4.33, -2.67, 1.28], [2.98, -5.00, 1.42], [0.34, -4.25, 0.93], [5.22, -1.09, 1.19], [6.93, 1.01, 1.14], [5.28, 3.15, 0.59], [-6.87, 2.46, -1.29], [-5.92, 1.32, -1.54], [-6.19, 0.34, -2.49], [-5.22, -0.65, -2.61], [-4.12, -0.69, -1.90], [-3.92, 0.30, -0.99], [-2.50, 0.31, -0.04], [-4.82, 1.31, -0.81], [-7.75, 2.40, -1.93], [-6.36, 3.41, -1.48], [-7.18, 2.46, -0.25], [-7.09, 0.34, -3.08], [-5.36, -1.46, -3.33], [-1.41, -2.33, 0.41]],
  "mulliken_spin": [-0.005, -0.001, 0.002, -0.002, -0.002, -0.001, -0.008, 0.001, -0.001, 0.000, 0.000, -0.005, 0.027, -0.002, -0.002, -0.006, 0.010, -0.001, 0.000, 0.000, 0.000, 0.000, 0.000, -0.002, 0.000, 0.000, 0.000, 0.000, 0.001, 0.000, -0.005, 0.001, 0.000, 0.000, 0.000, -0.001, 0.003, -0.002, 0.002, 0.007, 0.107, 0.004, 0.000, 0.000, 0.000, 0.000, 0.000, 0.882]
}

=====

{
  "formula": "C5H7P",
  "method": "wB97M-V/def2-TZVPD",
  "e_above_lowest_kcal_mol": 90.7,
  "total_energy_ev": -14581.7662,
  "smiles": "C=C=CP.C#C",
  "homo_ev": -8.8777,
  "max_force_ev_per_a": 3.19,
  "symbols": ["C", "C", "C", "P", "H", "H", "H", "H", "H", "C", "C", "H", "H"],
  "positions_angstrom": [[-0.95, -0.61, -1.25], [-0.40, 0.32, -0.57], [0.13, 1.37, -0.01], [0.59, 1.85, 1.63], [-0.34, -1.26, -1.78], [-2.00, -0.54, -1.44], [0.31, 2.29, -0.67], [1.91, 1.50, 1.85], [0.08, 0.81, 2.45], [0.30, -2.71, -0.07], [0.88, -2.44, 0.98], [-0.29, -3.16, -0.84], [1.51, -1.98, 1.71]],
  "nbo_charge": [-0.495, 0.171, -0.644, 0.320, 0.226, 0.233, 0.249, -0.024, -0.025, -0.250, -0.233, 0.234, 0.239]
}

=====

{
  "formula": "C25H39BNO8P3S3",
  "method": "wB97M-V/def2-TZVPD",
  "e_above_lowest_kcal_mol": 0.0,
  "total_energy_ev": -105483.4427,
  "smiles": "CCCCCCCCCCc1cc(CP(=O)(O)O)c(B(O)OCC)c2c1Sc1ccc(PP(=O)(O)O)c(S)c1N2S",
  "homo_ev": -8.3665,
  "max_force_ev_per_a": 1.40,
  "symbols": ["C", "C", "C", "C", "C", "C", "C", "C", "C", "C", "C", "C", "C", "C", "P", "O", "O", "O", "C", "B", "O", "O", "C", "C", "C", "C", "S", "C", "C", "C", "C", "P", "P", "O", "O", "O", "C", "S", "C", "N", "S", "H", "H", "H", "H", "H", "H", "H", "H", "H", "H", "H", "H", "H", "H", "H", "H", "H", "H", "H", "H", "H", "H", "H", "H", "H", "H", "H", "H", "H", "H", "H", "H", "H", "H", "H", "H", "H", "H", "H"],
  "positions_angstrom": [[-4.76, 9.33, -0.35], [-4.63, 8.31, -1.48], [-3.19, 8.19, -2.02], [-2.94, 6.79, -2.59], [-2.31, 5.83, -1.54], [-1.20, 4.98, -2.17], [-0.61, 3.99, -1.15], [0.02, 2.77, -1.83], [0.91, 1.99, -0.85], [2.11, 1.29, -1.53], [2.23, -0.20, -1.31], [2.30, -1.04, -2.41], [2.40, -2.42, -2.29], [2.47, -3.22, -3.57], [0.99, -4.21, -3.84], [1.27, -5.65, -4.04], [0.26, -3.57, -5.10], [0.01, -4.01, -2.60], [2.42, -3.05, -1.03], [2.56, -4.64, -0.95], [3.33, -5.25, -1.93], [1.99, -5.42, 0.00], [2.53, -6.74, 0.13], [1.96, -7.45, 1.36], [2.33, -2.20, 0.09], [2.27, -0.81, -0.06], [2.25, 0.17, 1.42], [1.19, -0.83, 2.38], [0.24, -0.24, 3.20], [-0.60, -1.03, 3.96], [-0.49, -2.42, 3.88], [-1.62, -3.51, 4.85], [-1.48, -2.92, 6.92], [-2.67, -3.40, 7.63], [-1.25, -1.34, 7.10], [-0.13, -3.59, 7.43], [0.48, -3.01, 3.05], [0.71, -4.78, 2.99], [1.33, -2.21, 2.28], [2.33, -2.77, 1.42], [3.90, -2.67, 2.16], [-5.74, 9.79, -0.38], [-4.01, 10.12, -0.48], [-4.58, 8.86, 0.61], [-4.89, 7.32, -1.11], [-5.27, 8.55, -2.33], [-3.03, 8.92, -2.80], [-2.50, 8.41, -1.20], [-3.88, 6.34, -2.90], [-2.25, 6.83, -3.43], [-1.85, 6.40, -0.74], [-3.05, 5.15, -1.14], [-1.62, 4.39, -2.98], [-0.40, 5.62, -2.51], [0.14, 4.49, -0.54], [-1.37, 3.65, -0.45], [-0.82, 2.13, -2.07], [0.55, 3.07, -2.73], [1.30, 2.68, -0.11], [0.33, 1.26, -0.31], [3.06, 1.76, -1.29], [1.99, 1.42, -2.61], [2.28, -0.61, -3.40], [2.56, -2.56, -4.43], [3.31, -3.89, -3.59], [-0.39, -4.21, -5.41], [-0.37, -4.86, -2.34], [2.77, -5.83, -2.47], [3.61, -6.70, 0.24], [2.28, -7.35, -0.73], [0.92, -7.21, 1.50], [2.02, -8.52, 1.16], [2.55, -7.26, 2.25], [0.15, 0.83, 3.27], [-1.35, -0.60, 4.59], [-2.90, -3.08, 4.45], [-2.13, -0.95, 7.09], [0.00, -4.39, 6.90], [-0.33, -5.09, 2.20], [3.99, -3.93, 2.63]],
  "mulliken_charge": [-1.275, -0.368, -0.822, -0.878, -0.518, -0.719, -0.714, -0.903, -0.188, -1.686, 0.383, -1.093, 0.185, -1.132, 0.788, -0.754, -0.505, -0.472, -0.161, 1.035, -0.546, -0.231, -0.211, -1.205, -1.057, 1.245, -0.243, 1.075, -0.993, -0.525, 0.148, -0.245, 0.923, -0.663, -0.512, -0.496, 0.529, -0.110, -1.088, 0.752, -0.135, 0.356, 0.330, 0.326, 0.293, 0.344, 0.346, 0.455, 0.375, 0.466, 0.269, 0.345, 0.350, 0.358, 0.413, 0.290, 0.245, 0.426, 0.515, 0.300, 0.372, 0.431, 0.380, 0.565, 0.456, 0.348, 0.338, 0.269, 0.302, 0.334, 0.248, 0.442, 0.250, 0.442, 0.317, 0.100, 0.350, 0.344, 0.177, 0.120]
}